No. 1
A molecular structure, C19H37ClN4Nb in a non-equilibrium geometry. Source: the OMol25 dataset; level of theory: ωB97M-V with the def2-TZVPD basis set.

```
62
Properties=species:S:1:pos:R:3
C 7.3159 -2.6252 3.7974
C 7.0136 -1.2635 3.6020
C 5.9964 -0.9031 2.4387
Nb 3.9166 -1.4904 3.2733
Cl 4.2544 -3.9146 2.7803
H 7.5843 -3.2806 2.9240
H 7.2137 -3.0293 4.8464
H 7.4022 -0.4177 4.2274
H 6.0494 0.2015 2.1766
H 6.2176 -1.4977 1.4969
H 3.1742 -1.0924 1.6279
H 2.2976 -1.8768 3.9984
H 4.6282 -1.6685 4.9390
H 3.6426 0.2882 3.6497
C 2.1710 -4.0244 -2.2080
C 0.8957 -3.6734 -1.4501
C 0.9776 -2.3075 -0.7625
C 2.0899 -2.2865 0.2317
N 2.9728 -2.2699 1.0227
H 3.0292 -4.1027 -1.5363
H 2.0616 -4.9891 -2.7084
H 2.3959 -3.2701 -2.9683
H 0.6959 -4.4517 -0.7087
H 0.0536 -3.6705 -2.1460
H 0.0410 -2.0909 -0.2451
H 1.1481 -1.5180 -1.5010
C -5.0682 -2.9950 0.4289
C -3.7059 -2.4155 0.7960
C -2.8911 -1.9894 -0.4267
C -2.6383 -3.1697 -1.3088
N -2.4524 -4.0985 -1.9978
H -4.9711 -3.9048 -0.1682
H -5.6247 -3.2573 1.3313
H -5.6617 -2.2725 -0.1388
H -3.1476 -3.1589 1.3717
H -3.8507 -1.5486 1.4453
H -1.9347 -1.5698 -0.1110
H -3.4245 -1.2251 -0.9966
C -0.2601 1.7341 -2.4837
C -0.1075 2.9388 -1.5621
C 0.3089 2.5529 -0.1401
C -0.7251 1.6656 0.4717
N -1.5267 0.9733 0.9472
H -1.0484 1.0604 -2.1392
H -0.5289 2.0585 -3.4907
H 0.6743 1.1686 -2.5454
H -1.0523 3.4848 -1.5351
H 0.6428 3.6146 -1.9819
H 0.4180 3.4473 0.4768
H 1.2679 2.0290 -0.1479
C -5.2870 5.1530 -1.0064
C -3.9236 5.7227 -0.6295
C -3.0985 6.1482 -1.8469
C -2.8489 4.9704 -2.7318
N -2.6550 4.0513 -3.4145
H -5.1917 4.2450 -1.6060
H -5.8499 4.8909 -0.1084
H -5.8727 5.8810 -1.5747
H -3.3731 4.9736 -0.0531
H -4.0673 6.5882 0.0226
H -2.1393 6.5603 -1.5262
H -3.6238 6.9175 -2.4178
```

Properties
Charge: -1
E_HOMO (eV): -3.38
LUMO level (eV): 1.7330
Total energy (a.u.): -1482.04018
2S+1: 1

Löwdin atomic charge list, values in e, 6 entries:
1 C -0.163
2 C -0.337
3 C -0.450
4 Nb 0.782
5 Cl -0.277
6 H 0.035



No. 2
A molecular structure, C19H37EuN11O4S2Si2 in a non-equilibrium geometry. Source: the OMol25 dataset; level of theory: ωB97M-V with the def2-TZVPD basis set.

```
76
Properties=species:S:1:pos:R:3
Eu -0.2663 -0.2093 0.9182
N -0.2571 5.7018 6.2624
C -0.2719 4.4509 5.7046
C -1.3241 4.0588 4.8649
C -1.3114 2.8221 4.2624
C -0.2495 1.9524 4.4945
C 0.7902 2.3101 5.3531
C 0.7803 3.5532 5.9422
S -0.2948 0.3423 3.8434
O -1.4530 0.2448 2.8936
O -0.3500 -0.6017 4.9094
N 0.9069 0.0167 2.8328
C 1.9919 0.7349 2.3916
N 2.2098 0.5660 1.0695
C 3.3300 1.0845 0.5746
C 4.2207 1.7921 1.3476
C 3.8587 1.9761 2.6753
N 2.7543 1.4587 3.2020
H -1.1056 6.2383 6.2685
H 0.3831 5.8879 7.0127
H -2.1501 4.7388 4.6902
H -2.1208 2.5276 3.6094
H 1.5889 1.6133 5.5655
H 1.5889 3.8407 6.6053
H 3.5051 0.9279 -0.4851
H 5.1389 2.1881 0.9409
H 4.4809 2.5552 3.3498
N 0.5599 -0.1076 -2.1304
N 0.6126 1.1804 -2.6601
C 0.3822 2.2341 -1.8559
N 0.3925 3.4585 -2.3658
N 0.1901 1.9068 -0.5811
N -0.1381 2.8290 0.3459
O -0.2265 4.0247 0.1327
O -0.3498 2.3126 1.4470
H 1.4681 -0.5507 -2.1688
H -0.1310 -0.6732 -2.6088
H 0.7480 1.3247 -3.6474
H 0.5040 3.6127 -3.3528
H 0.1619 4.2230 -1.7504
C 0.8894 -5.3372 0.9646
Si 0.6460 -3.5217 1.3618
C 2.3752 -2.8500 1.7026
C -0.4029 -3.4055 2.9112
C -0.1454 -2.5295 -0.0143
Si -1.7786 -3.1666 -0.5812
C -3.0762 -2.7108 0.7286
C -2.2440 -2.3454 -2.2149
C -1.9717 -5.0023 -0.9010
H 1.5398 -5.8112 1.7072
H 1.3571 -5.4575 -0.0191
H -0.0597 -5.8804 0.9506
H 2.9986 -3.6259 2.1579
H 2.3535 -2.0083 2.3972
H 2.8686 -2.5256 0.7806
H 0.1726 -3.7035 3.7935
H -1.2765 -4.0608 2.8439
H -0.7683 -2.3984 3.1156
H 0.5591 -2.5953 -0.8651
H -2.7573 -1.8682 1.3506
H -3.2519 -3.5502 1.4088
H -4.0388 -2.4492 0.2744
H -2.2302 -1.2546 -2.1457
H -3.2514 -2.6441 -2.5269
H -1.5575 -2.6648 -3.0120
H -2.0648 -5.5684 0.0306
H -1.1115 -5.4062 -1.4460
H -2.8678 -5.1909 -1.5007
N -4.1420 0.4509 1.7567
C -4.1243 0.5445 0.4311
N -5.2767 0.3679 -0.2193
S -2.7086 0.9023 -0.4566
H -4.9551 0.1050 2.2404
H -3.2706 0.4594 2.2662
H -6.1424 0.1813 0.2578
H -5.2762 0.4340 -1.2212
```

Properties
Charge: +1
E_HOMO (alpha / beta) (eV): -10.11 / -10.07
LUMO level (alpha / beta) (eV): -3.1841 / -2.9770
Total energy (a.u.): -3735.02218
Expectation value of S²: 12.031
2S+1: 7

Löwdin atomic charge list, values in e, 6 entries:
1 Eu 1.814
2 N 0.122
3 C -0.303
4 C -0.015
5 C -0.065
6 C -0.314



No. 3
A molecular structure, C19H37FN5OsSi in a non-equilibrium geometry. Source: the OMol25 dataset; level of theory: ωB97M-V with the def2-TZVPD basis set.

```
64
Properties=species:S:1:pos:R:3
Os 0.5696 -0.1358 -0.0267
C 1.3688 2.2725 2.3957
C 0.5993 1.0005 2.7803
N 0.9536 -0.2613 2.0947
C 2.2770 -0.8401 2.4535
C 3.3734 -0.4313 1.4737
N 2.9955 -0.7775 0.0999
C 3.8372 -0.1044 -0.8880
C 3.4413 -0.3322 -2.3580
C 2.0266 -0.8334 -2.6515
N 0.8824 -0.0382 -2.1307
C 0.8267 1.3793 -2.5730
C 1.3367 2.3207 -1.4760
N 0.8301 1.9463 -0.1242
C 1.6532 2.6048 0.9116
H 2.3337 2.2807 2.9030
H 0.7921 3.0891 2.8354
H -0.4666 1.1576 2.6085
H 0.7267 0.8801 3.8626
H 0.2605 -0.9388 2.4279
H 2.1944 -1.9294 2.4548
H 2.5700 -0.5242 3.4582
H 4.3126 -0.9139 1.7719
H 3.5335 0.6462 1.5194
H 3.0568 -1.7889 -0.0289
H 4.8854 -0.4098 -0.7716
H 3.8130 0.9626 -0.6578
H 4.1002 -1.0896 -2.7842
H 3.6427 0.5853 -2.9147
H 1.9066 -1.8488 -2.2593
H 1.9444 -0.8962 -3.7435
H 0.0608 -0.5092 -2.5176
H -0.2053 1.6262 -2.8320
H 1.4383 1.5291 -3.4682
H 1.0622 3.3538 -1.7152
H 2.4257 2.2765 -1.4431
H -0.1315 2.2974 -0.0375
H 1.5615 3.6918 0.8002
H 2.6934 2.3598 0.6862
C -5.0723 0.4034 0.1085
Si -3.1734 0.6597 0.0033
C -2.7419 1.7779 1.4996
C -2.7907 1.5959 -1.6293
N -2.0325 -0.6756 0.0247
C -2.2664 -1.9826 0.0025
C -3.5612 -2.5891 -0.0098
C -3.7268 -3.9520 -0.0075
C -2.6307 -4.8140 -0.0001
C -1.3383 -4.2795 -0.0060
C -1.1940 -2.9220 -0.0051
F 0.1029 -2.3781 -0.0097
H -5.5185 1.3944 0.1520
H -5.3734 -0.1275 1.0062
H -5.4768 -0.0980 -0.7661
H -3.5075 2.5431 1.5665
H -1.7897 2.2895 1.4059
H -2.7702 1.2202 2.4309
H -3.6234 2.2646 -1.8279
H -2.7153 0.9209 -2.4780
H -1.8969 2.2097 -1.5719
H -4.4193 -1.9406 -0.0170
H -4.7245 -4.3671 -0.0092
H -2.7676 -5.8846 0.0093
H -0.4725 -4.9238 -0.0082
```

Properties
Charge: +3
E_HOMO (alpha / beta) (eV): -17.48 / -17.48
LUMO level (alpha / beta) (eV): -12.6520 / -12.6529
Total energy (a.u.): -1498.97058
2S+1: 1

Löwdin atomic charge list, values in e, 6 entries:
1 Os 1.312
2 C -0.121
3 C -0.189
4 N -0.200
5 C -0.138
6 C -0.171



No. 4
C19H37N3 in the gas phase. Source: the OMol25 dataset; level of theory: ωB97M-V with the def2-TZVPD basis set.

```
59
Properties=species:S:1:pos:R:3
C 3.2584 4.9765 3.9267
C 4.3087 3.9368 3.6764
C 5.7225 4.3431 3.9839
C 4.0132 2.7290 3.2119
C 5.0246 1.6554 2.9461
C 4.3753 0.3563 2.4533
C 3.6608 0.5513 1.1441
C 4.5422 0.8453 -0.0379
C 2.3359 0.4998 1.0710
C 1.4935 0.7136 -0.1480
C 0.4341 -0.3826 -0.2799
C -0.3698 -0.3091 -1.5845
C -1.2403 0.9523 -1.6394
N -1.1376 -1.5397 -1.6948
C -1.6018 -1.8784 -3.0236
C -2.6569 -2.9784 -2.9148
N -3.7978 -2.5251 -2.1367
C -4.5231 -3.6096 -1.4998
C -5.5930 -3.0264 -0.5688
N -6.5205 -2.1522 -1.2617
C -5.7841 -1.1226 -1.9698
C -4.7158 -1.7019 -2.9034
H 2.2693 4.6027 3.6749
H 3.2635 5.2730 4.9758
H 3.4581 5.8665 3.3297
H 5.7621 5.3615 4.3610
H 6.1591 3.6795 4.7303
H 6.3424 4.2797 3.0896
H 2.9866 2.4727 2.9934
H 5.5888 1.4477 3.8617
H 5.7472 2.0096 2.2045
H 5.1534 -0.4030 2.3316
H 3.6735 0.0008 3.2101
H 4.2380 0.2645 -0.9065
H 4.4871 1.9009 -0.3036
H 5.5781 0.6032 0.1870
H 1.7691 0.2845 1.9687
H 2.1116 0.7325 -1.0457
H 1.0024 1.6877 -0.0630
H -0.2550 -0.3327 0.5659
H 0.9239 -1.3574 -0.2492
H 0.3330 -0.2962 -2.4275
H -1.8902 0.9952 -0.7669
H -0.6266 1.8483 -1.6644
H -1.8634 0.9482 -2.5315
H -1.9441 -1.5024 -1.0769
H -0.7500 -2.2517 -3.6035
H -2.0204 -1.0173 -3.5716
H -2.9519 -3.3155 -3.9234
H -2.2050 -3.8221 -2.3891
H -3.8184 -4.2088 -0.9192
H -5.0072 -4.2689 -2.2470
H -6.1553 -3.8320 -0.0920
H -5.1026 -2.4324 0.2070
H -7.0590 -2.6984 -1.9308
H -6.4881 -0.5105 -2.5376
H -5.2975 -0.4943 -1.2188
H -4.1616 -0.8878 -3.3728
H -5.2060 -2.2900 -3.7055
```

Properties
SMILES: CC(C)=CCC/C(C)=C/CC[C@H](C)NCCN1CCNCC1
E_HOMO (eV): -8.36
LUMO level (eV): 0.9187
Total energy (a.u.): -910.38434
2S+1: 1

Löwdin atomic charge list, values in e, 6 entries:
1 C -0.073
2 C -0.357
3 C -0.062
4 C -0.083
5 C -0.197
6 C -0.178



Q: What is the formula in the second record?
A: C19H37EuN11O4S2Si2



Q: What is the 2S+1 in the third record?
A: 1